Model a:
Density functional theory data (ωB97M-V/def2-TZVPD) for 2 unconnected molecules or ions with the total composition C4H8BrNO3.

Kohn-Sham gap = 9.474 eV
SMILES string = C=C(OCC)[N+](=O)[O-].Br
HOMO energy = -0.361 Eh

Atoms and positions in Å:
C (0.957, 1.674, 0.217)
C (0.148, 0.790, 0.874)
O (0.016, -0.576, 0.809)
C (0.229, -1.187, -0.498)
C (0.817, -2.572, -0.251)
N (-0.705, 1.414, 1.933)
O (-1.627, 0.724, 2.375)
O (-0.554, 2.581, 2.237)
H (0.759, 2.738, 0.669)
H (1.598, 1.308, -0.565)
H (-0.751, -1.167, -0.859)
H (0.899, -0.628, -1.196)
H (1.748, -2.405, 0.400)
H (0.243, -3.250, 0.417)
H (1.130, -3.054, -1.262)
Br (-2.340, 1.335, -2.212)
H (-2.567, 2.276, -3.088)

Model b:
Density functional theory data (ωB97M-V/def2-TZVPD) for a single C4H8BrNO3 molecule.

Kohn-Sham gap = 10.467 eV
SMILES string = CC(C)[C@@](O)(Br)[N+](=O)[O-]
HOMO energy = -0.394 Eh

Atoms and positions in Å:
C (1.321, -0.863, -0.588)
C (-0.066, -0.246, -0.586)
C (-0.217, 0.752, -1.744)
C (-0.447, 0.409, 0.864)
O (0.648, 1.008, 1.348)
Br (-2.067, 1.529, 0.772)
N (-0.993, -0.603, 1.765)
O (-1.644, -1.438, 1.275)
O (-0.475, -0.638, 2.855)
H (2.014, -0.116, -0.227)
H (1.252, -1.609, 0.142)
H (1.523, -1.215, -1.650)
H (-0.954, -0.947, -0.710)
H (0.410, 1.599, -1.425)
H (-1.291, 1.017, -1.758)
H (0.254, 0.309, -2.625)
H (0.732, 1.052, 2.291)

Model c:
Density functional theory data (ωB97M-V/def2-TZVPD) for a molecular structure, C4H8BrNO3.

Kohn-Sham gap = 8.286 eV
HOMO energy = -0.349 Eh

Atoms and positions in Å:
C (-0.208, -1.691, -1.157)
C (-0.189, 0.499, 1.832)
C (-0.337, -0.205, -1.227)
C (-1.241, 0.747, 0.831)
N (-2.540, 1.342, 1.487)
O (-3.619, 1.342, 0.955)
O (-2.294, 1.758, 2.543)
O (-1.407, 0.081, -0.253)
Br (-0.918, 3.111, 0.017)
H (0.329, -2.108, -0.292)
H (-1.201, -2.132, -1.173)
H (0.123, -2.036, -2.117)
H (0.936, 0.775, 1.615)
H (-0.508, 1.128, 2.669)
H (-0.201, -0.539, 2.078)
H (-0.884, -0.108, -2.207)
H (0.494, 0.378, -1.193)

Most stable: model b

Model a:
Density functional theory data (ωB97M-V/def2-TZVPD) for a molecular structure, C4H8O2S.

Kohn-Sham gap = 9.595 eV
HOMO energy = -0.339 Eh

Atoms and positions in Å:
C (-2.182, -0.239, -0.358)
C (-0.101, -0.689, 0.315)
C (0.343, 0.739, 0.435)
C (2.358, 0.057, -0.528)
H (-2.499, 1.101, -0.748)
H (-2.065, -0.099, 1.255)
H (-3.016, -1.343, -0.807)
H (-0.496, -0.986, 1.348)
H (0.374, 1.082, 1.522)
H (-0.514, 1.302, 0.144)
H (3.311, 0.182, 0.133)
H (2.622, 0.161, -1.668)
O (-0.981, -0.783, -0.680)
O (1.405, 1.081, -0.355)
S (1.441, -1.567, -0.010)

Model b:
Density functional theory data (ωB97M-V/def2-TZVPD) for a single C4H8O2S molecule.

Kohn-Sham gap = 10.088 eV
SMILES string = C[C@H](CO)SC=O
HOMO energy = -0.342 Eh

Atoms and positions in Å:
C (-0.511, 1.522, 1.113)
C (-0.089, 0.256, 0.376)
C (1.383, 0.224, -0.083)
O (1.504, -1.025, -0.697)
S (-1.190, 0.066, -1.020)
C (-1.599, -1.675, -1.086)
O (-1.265, -2.486, -0.272)
H (0.150, 1.689, 1.954)
H (-1.502, 1.403, 1.532)
H (-0.453, 2.380, 0.467)
H (-0.257, -0.641, 1.022)
H (1.621, 0.964, -0.845)
H (2.056, 0.361, 0.768)
H (2.348, -1.165, -1.250)
H (-2.196, -1.873, -1.977)

Model c:
Density functional theory data (ωB97M-V/def2-TZVPD) for a single C4H8O2S molecule.

Kohn-Sham gap = 9.051 eV
SMILES string = CCO[C@]1(C)OS1
HOMO energy = -0.332 Eh

Atoms and positions in Å:
C (-1.997, 0.688, 0.613)
C (-0.756, -0.060, 1.191)
O (0.519, 0.025, 0.621)
C (0.739, -0.560, -0.571)
C (2.153, 0.344, -1.179)
O (-0.206, -1.044, -1.347)
S (0.767, -2.364, -0.608)
H (-1.682, 1.606, 0.349)
H (-2.267, 0.100, -0.244)
H (-2.860, 0.814, 1.403)
H (-0.993, -1.183, 1.503)
H (-0.534, 0.279, 2.236)
H (2.490, 0.987, -0.446)
H (1.807, 0.820, -2.006)
H (2.821, -0.450, -1.515)

Most stable: model b

Model a:
Density functional theory data (ωB97M-V/def2-TZVPD) for 2 unconnected molecules or ions with the total composition C4H14N.

net charge = +1
Kohn-Sham gap = 11.861 eV
HOMO energy = -0.569 Eh

Atoms and positions in Å:
C (-2.351, 0.821, 0.480)
N (-1.001, 1.352, 0.025)
H (-2.130, -0.013, 1.096)
H (-2.905, 1.667, 1.008)
H (-2.862, 0.571, -0.381)
H (-0.425, 0.601, -0.307)
H (-0.429, 1.789, 0.745)
H (-1.087, 2.046, -0.708)
C (1.870, 0.309, -0.086)
C (1.101, -0.943, 0.391)
C (0.582, -1.806, -0.772)
H (2.865, -0.004, -0.390)
H (1.997, 1.056, 0.742)
H (1.422, 0.712, -0.978)
H (0.226, -0.631, 1.073)
H (1.755, -1.569, 1.045)
H (-0.177, -2.524, -0.384)
H (0.123, -1.154, -1.486)
H (1.419, -2.295, -1.327)

Model b:
Density functional theory data (ωB97M-V/def2-TZVPD) for 2 unconnected molecules or ions with the total composition C4H14N.

net charge = +1
Kohn-Sham gap = 11.958 eV
HOMO energy = -0.572 Eh

Atoms and positions in Å:
C (0.737, -1.938, -1.455)
C (-0.094, -2.317, -0.213)
H (0.126, -2.028, -2.354)
H (1.226, -0.970, -1.401)
H (1.516, -2.688, -1.593)
H (0.067, -1.794, 0.738)
H (0.031, -3.350, 0.083)
H (-1.121, -2.143, -0.525)
C (-0.429, 1.941, 0.377)
C (1.060, 1.775, 0.517)
N (-1.185, 0.673, 0.729)
H (-0.792, 2.626, 1.144)
H (-0.806, 2.321, -0.569)
H (1.373, 2.119, 1.504)
H (1.597, 2.415, -0.177)
H (-0.980, 0.399, 1.691)
H (-2.166, 0.724, 0.447)
H (-0.820, -0.130, 0.199)
H (1.419, 0.754, 0.390)

Model c:
Density functional theory data (ωB97M-V/def2-TZVPD) for 2 unconnected molecules or ions with the total composition C4H14N.

net charge = +1
Kohn-Sham gap = 11.415 eV
HOMO energy = -0.554 Eh

Atoms and positions in Å:
C (1.217, 1.681, 0.985)
C (0.387, 2.224, -0.161)
N (1.372, 0.159, 0.826)
H (2.222, 2.085, 1.021)
H (0.715, 1.825, 1.899)
H (0.676, 1.827, -1.136)
H (0.562, 3.300, -0.231)
H (2.233, -0.165, 1.257)
H (0.644, -0.332, 1.347)
H (1.288, -0.100, -0.136)
H (-0.670, 2.104, -0.015)
C (-1.535, -1.666, -0.126)
C (-1.464, -2.246, -1.521)
H (-0.712, -1.826, 0.547)
H (-1.662, -0.571, -0.208)
H (-2.486, -1.919, 0.342)
H (-2.314, -1.941, -2.122)
H (-1.458, -3.338, -1.532)
H (-0.570, -1.959, -2.074)

Most stable: model c

Model a:
Density functional theory data (ωB97M-V/def2-TZVPD) for a gas-phase ion, C4H7N2 (charge +1).

net charge = +1
Kohn-Sham gap = 9.801 eV
SMILES string = C#[N+]/N=C\CC
HOMO energy = -0.568 Eh

Atoms and positions in Å:
C (-3.272, 0.688, -0.444)
N (-2.320, 0.071, -0.174)
N (-1.487, -0.736, 0.370)
C (-0.184, -0.842, 0.332)
C (0.881, -0.179, -0.477)
C (1.922, 0.224, 0.497)
H (-4.101, 1.229, -0.683)
H (0.179, -1.784, 0.773)
H (0.441, 0.811, -0.992)
H (1.281, -0.780, -1.307)
H (1.538, 1.109, 1.024)
H (2.414, -0.475, 1.150)
H (2.708, 0.663, -0.070)

Model b:
Density functional theory data (ωB97M-V/def2-TZVPD) for a molecular structure, C4H7N2.

net charge = +1
Kohn-Sham gap = 8.520 eV
HOMO energy = -0.514 Eh

Atoms and positions in Å:
C (-0.282, -0.816, -1.100)
C (-0.265, -1.717, -1.979)
C (-0.101, 0.367, -0.199)
C (0.589, -0.685, 0.524)
N (1.927, -0.883, 0.641)
N (-1.653, 1.440, 0.063)
H (0.424, 1.230, -0.551)
H (0.007, -1.285, 1.150)
H (2.081, -1.861, 0.944)
H (2.801, -0.476, 0.198)
H (-2.227, 0.928, 0.751)
H (-2.008, 1.416, -0.846)
H (-1.295, 2.341, 0.404)

Model c:
Density functional theory data (ωB97M-V/def2-TZVPD) for a gas-phase ion, C4H7N2 (charge +1).

net charge = +1
Kohn-Sham gap = 10.575 eV
SMILES string = C/[NH+]=C/CC#N
HOMO energy = -0.598 Eh

Atoms and positions in Å:
C (-0.219, -0.357, -2.070)
N (0.249, -0.513, -0.733)
C (-0.405, -0.028, 0.277)
C (0.097, -0.088, 1.652)
C (0.285, 1.307, 2.137)
N (0.470, 2.403, 2.399)
H (0.376, -1.231, -2.637)
H (-1.308, -0.476, -2.281)
H (0.233, 0.631, -2.409)
H (1.197, -0.936, -0.595)
H (-1.514, 0.358, 0.107)
H (-0.511, -0.631, 2.392)
H (1.051, -0.439, 1.762)

Model d:
Density functional theory data (ωB97M-V/def2-TZVPD) for a gas-phase ion, C4H7N2 (charge +1).

net charge = +1
Kohn-Sham gap (spin up / spin down) = 7.466 / 7.464 eV
HOMO energy (spin up / spin down) = -0.534 / -0.534 Eh

Atoms and positions in Å:
C (1.136, -0.104, -0.049)
C (0.029, -1.052, 0.361)
C (-0.940, -0.314, -0.372)
C (-1.470, 0.919, 0.133)
N (1.419, 1.030, -0.429)
N (2.535, -0.012, -0.030)
H (0.210, -2.205, 0.085)
H (0.002, -0.944, 1.405)
H (-1.330, -0.675, -1.331)
H (-2.088, 0.644, 0.917)
H (-1.974, 1.665, -0.486)
H (-0.551, 1.395, 0.696)
H (3.022, -0.346, -0.898)

Most stable: model c